[1]
The following is a DFT calculation (ωB97M-V/def2-TZVPD) of a cluster of 6 separate species, C5H22N2O6 in total at a distorted geometry.

Results
spin multiplicity	1
SMILES string	CNCC(=O)N(C)C.O.O.O.O.O
HOMO-LUMO gap	9.698	eV
energy	-20805.6842	eV
ΔE to the lowest compared entry with this formula, charge and spin	3.586	eV
charge	0

Each line ends with the Löwdin charge.
Atoms and positions in Å:
O: -0.47848 -1.72727 -1.65350  -0.092
O: -0.23591 0.41494 -3.53210  -0.068
O: 0.28297 2.04234 -1.40270  -0.051
O: -0.00771 -2.09061 1.36916  0.011
O: -2.44607 -2.76104 0.15688  -0.049
O: 1.30773 3.23541 0.69533  -0.075
N: -1.60458 0.09862 0.33830  -0.157
N: 1.68637 -0.72463 0.94865  -0.136
C: 2.31527 0.55958 0.93106  -0.096
C: -0.66572 0.29133 1.40777  -0.118
C: 0.36539 -0.93050 1.27586  -0.394
C: 2.61653 -1.83804 0.67944  -0.028
C: -2.82765 0.90018 0.34604  -0.132
H: 1.29505 3.92305 1.38032  0.070
H: -0.16194 1.28288 1.27856  0.094
H: -0.79155 -2.11194 -0.75816  0.046
H: -3.59309 0.20595 0.77691  0.077
H: 0.55157 1.40022 -0.67506  0.037
H: -2.87998 1.89271 0.82357  0.077
H: -1.10647 0.44380 -0.54577  0.092
H: -2.22774 -2.57603 1.03845  -0.002
H: -0.46871 -0.03442 -2.67275  0.020
H: -2.70717 -1.96998 -0.32880  0.029
H: -0.68512 -0.15008 -4.14977  0.044
H: -3.32736 1.02300 -0.67618  0.102
H: 3.32625 -1.96525 1.54920  0.111
H: 1.90058 -2.65727 0.60196  0.075
H: 1.72858 1.43054 0.64462  0.019
H: -0.02856 -2.50797 -1.99395  0.057
H: 3.26101 0.70091 0.36954  0.106
H: 0.11767 1.48843 -2.15205  -0.025
H: 3.14019 -1.73397 -0.27325  0.089
H: 2.89781 0.77318 1.80833  0.085
H: 0.67699 3.45167 0.00175  0.033
H: -1.22615 0.22025 2.39230  0.148

Forces on the atoms, in the same order (eV/Å):
-0.347 -1.142 1.807
-0.230 -0.348 1.577
0.463 -0.743 2.501
-0.876 0.268 0.369
-0.854 -1.310 -2.563
0.108 0.812 0.721
0.547 1.512 -3.389
0.546 0.997 -0.637
1.543 1.345 -0.328
0.833 -0.231 0.708
0.768 -0.051 -0.093
-1.288 -0.259 1.115
-2.531 -1.206 -0.411
-0.183 -0.238 -0.519
-0.280 -0.712 0.803
0.194 0.998 -1.460
0.270 0.966 0.458
-0.251 1.288 -1.574
0.513 -0.373 0.077
-0.854 -1.017 1.663
0.633 0.978 1.710
0.378 -0.111 -1.155
0.135 0.129 0.737
-0.271 -0.223 -0.652
1.448 -0.084 0.921
-0.671 0.008 -1.002
0.718 -0.565 0.146
0.080 -0.604 0.573
0.156 0.170 -0.422
-0.829 -1.123 -1.353
-0.012 -0.083 -1.192
-0.023 0.380 0.222
-0.749 0.245 1.774
-0.052 0.268 -0.141
0.970 0.059 -0.992



[2]
The following is a DFT calculation (ωB97M-V/def2-TZVPD) of the ion C5H11N2O with charge +1 at a distorted geometry.

Results
spin multiplicity	1
SMILES string	C/C=C(\C)ONC=[NH2+]
HOMO-LUMO gap	9.490	eV
energy	-10380.9831	eV
ΔE to the lowest compared entry with this formula, charge and spin	4.622	eV
charge	+1

Each line ends with the Löwdin charge.
Atoms and positions in Å:
O: -0.52322 1.36862 -0.79729  0.005
N: -1.88133 1.01271 -0.43824  0.121
N: -3.64377 -0.22552 0.41284  0.176
C: 2.81985 0.41180 0.68051  -0.059
C: 0.57641 -0.91535 -0.88175  -0.045
C: -2.35354 0.04824 0.22194  -0.158
C: 1.48813 1.05562 0.32422  -0.047
C: 0.52763 0.46265 -0.40548  -0.312
H: -2.51812 1.80021 -0.82604  0.241
H: 0.92847 -1.52579 -0.08367  0.075
H: 2.68793 -0.74520 0.56905  0.102
H: -0.37653 -1.42289 -1.32222  0.131
H: -1.72880 -0.81103 0.52195  0.174
H: 1.30116 -1.02067 -1.62493  0.078
H: -4.22680 0.49144 0.02093  0.121
H: 3.67998 0.53454 0.05953  0.073
H: -3.89857 -0.39704 1.35085  0.122
H: 1.53777 2.09464 0.55888  0.113
H: 3.05957 0.73158 1.71039  0.090

Forces on the atoms, in the same order (eV/Å):
-1.135 -1.111 0.223
0.317 3.625 -2.072
-0.442 1.596 -1.173
-1.737 -2.880 0.618
-2.644 -1.537 -0.672
1.236 -3.173 0.772
1.233 -0.708 -1.207
-0.083 1.999 1.413
1.542 -1.721 0.845
0.053 -0.702 0.721
0.322 1.904 0.922
1.442 1.275 0.898
0.409 1.084 0.249
1.154 -0.075 -1.484
-0.798 0.159 -0.117
0.317 1.000 -0.726
-0.308 -0.899 1.145
-0.971 0.689 0.105
0.093 -0.525 -0.459



[3]
The following is a DFT calculation (ωB97M-V/def2-TZVPD) of the molecule C4H6N2 at a distorted geometry.

Results
spin multiplicity	1
SMILES string	[H]/N=C(/N)CC#C
HOMO-LUMO gap	10.003	eV
energy	-7220.6281	eV
ΔE to the lowest compared entry with this formula, charge and spin	4.963	eV
charge	0

Each line ends with the Löwdin charge.
Atoms and positions in Å:
N: 2.03803 -0.18669 -0.28255  0.091
N: 0.68522 1.35567 0.34943  0.028
C: -0.21838 -1.02840 0.19946  -0.235
C: -1.42399 -0.43648 0.13228  -0.216
C: -2.34489 0.39198 -0.15038  0.103
C: 0.86449 -0.05642 0.14017  -0.552
H: -0.20124 -1.63838 1.22655  0.180
H: -2.91338 1.37420 -0.57805  0.107
H: -0.13427 -1.95333 -0.50690  0.166
H: -0.08764 1.79540 -0.23354  0.082
H: 1.78878 1.65037 0.07286  0.164
H: 1.94728 -1.26793 -0.36935  0.083

Forces on the atoms, in the same order (eV/Å):
0.697 -6.164 -0.376
1.275 0.776 -0.727
2.398 -6.178 2.589
-8.980 6.739 -2.602
2.874 -0.806 -0.037
0.534 5.254 -1.020
0.409 1.335 -1.607
1.379 -3.356 1.574
0.195 1.895 0.694
1.537 -0.752 1.074
-4.362 -0.219 0.804
2.044 1.477 -0.366



[4]
The following is a DFT calculation (ωB97M-V/def2-TZVPD) of the ion C4H8NO2 with charge -1 at a distorted geometry.

Results
spin multiplicity	1
SMILES string	C/C=C/[C@@H]([O-])NO
HOMO-LUMO gap	7.389	eV
energy	-9860.2891	eV
ΔE to the lowest compared entry with this formula, charge and spin	4.498	eV
charge	-1

Each line ends with the Löwdin charge.
Atoms and positions in Å:
O: -2.36247 -0.28638 -0.29506  -0.305
O: -1.21614 -2.46385 -1.48761  -0.213
N: -1.38360 -2.44316 -0.03689  -0.115
C: -0.11326 -0.45167 0.56562  -0.097
C: 0.10040 0.65485 -0.06342  -0.222
C: 1.39164 1.26356 -0.13044  -0.146
C: -1.51707 -1.01445 0.47852  -0.608
H: -2.24492 -3.03980 0.13333  0.094
H: -0.73504 1.10830 -0.55875  0.094
H: -1.75887 -1.16551 1.61216  0.124
H: 0.67419 -0.88359 1.09925  0.079
H: 2.09582 0.53529 0.21216  0.054
H: -1.74880 -1.58804 -1.81939  0.124
H: 1.67272 1.39604 -1.19064  0.073
H: 1.57654 2.23721 0.32755  0.063

Forces on the atoms, in the same order (eV/Å):
0.607 -0.807 1.029
-1.620 2.658 -0.073
-0.268 -1.288 -0.047
-1.826 -0.505 -0.620
-0.900 1.467 -0.305
2.141 0.871 -1.442
-1.102 -0.465 -0.319
0.985 1.559 -0.295
-0.435 0.105 -0.274
-0.449 -0.106 -1.210
0.961 -1.165 0.888
0.899 -0.190 0.624
1.333 -2.329 1.651
-0.039 0.177 0.104
-0.287 0.017 0.289